(1)
Entry from OMol25: a structure of composition C14H17BrCrF3N5O2 at a distorted geometry (the ωB97M-V functional and the def2-TZVPD basis).

Results
spin multiplicity = 5
max |F| = 0.034 hartree/bohr
LUMO (alpha / beta) = 0.196 / 0.172 eV
energy relative to the best compared isomer or geometry (same formula, charge and spin) = 0.00 kJ/mol
gap between HOMO and LUMO (alpha / beta) = 7.12 / 8.10 eV
<S²> = 6.028

Atoms and positions in Å:
Cr: -0.02541 -0.38353 0.31537
C: 4.57040 0.50715 1.50802
N: 3.93655 -0.18455 0.39558
C: 4.60181 -1.11563 -0.33181
C: 3.97593 -1.83851 -1.28977
C: 2.60603 -1.55781 -1.52557
N: 1.96656 -0.63776 -0.82642
C: 2.57226 -0.03078 0.21655
O: 1.90792 0.64003 1.01341
N: 1.90632 -2.17869 -2.49978
H: 5.64981 0.41657 1.41714
H: 4.24493 0.08033 2.45624
H: 4.29070 1.55743 1.48918
H: 5.64768 -1.24493 -0.09427
H: 4.50627 -2.58419 -1.86181
H: 2.25187 -3.06254 -2.83215
H: 0.90365 -2.07402 -2.44421
F: 0.25324 -1.48892 2.77224
C: 0.45041 -1.96165 1.46542
F: -0.15356 -3.18621 1.47374
F: 1.81749 -2.30564 1.47334
Br: -6.32915 -2.02284 -1.67721
C: -4.57704 -1.57571 -1.06237
C: -4.04569 -2.24112 0.02634
C: -2.76369 -1.91726 0.45503
C: -1.96278 -0.93847 -0.15773
C: -2.57057 -0.30024 -1.25719
C: -3.84900 -0.59914 -1.71481
H: -4.61765 -3.00973 0.53019
H: -2.38193 -2.45922 1.31205
H: -2.02655 0.46846 -1.79723
H: -4.27573 -0.08103 -2.56457
C: -2.08089 4.72363 0.40737
N: -1.23958 3.70415 -0.18184
C: -1.12510 2.43083 0.25621
N: -1.82439 2.08256 1.35771
O: -0.41283 1.62235 -0.36396
H: -1.89635 5.66200 -0.10750
H: -1.84000 4.86500 1.46340
H: -3.14355 4.48573 0.31302
H: -0.75220 3.90004 -1.03663
H: -2.38844 2.72152 1.88391
H: -1.77773 1.11230 1.62535

These are the Löwdin partial charges, in e, on atoms 1 to 4:
1. Cr 0.7272
2. C 0.0047
3. N -0.0287
4. C -0.0244

=====

(2)
Entry from OMol25: a structure of composition C14H17Cl2HgN4S (the ωB97M-V functional and the def2-TZVPD basis).

Results
spin multiplicity = 2
max |F| = 0.003 hartree/bohr
LUMO (alpha / beta) = 0.372 / -0.019 eV
energy relative to the best compared isomer or geometry (same formula, charge and spin) = 7.50 kJ/mol
gap between HOMO and LUMO (alpha / beta) = 6.02 / 7.92 eV
<S²> = 0.768

Atoms and positions in Å:
Hg: -0.32401 -0.58696 0.06200
C: 3.63511 -0.99124 2.21510
C: 2.20787 -0.67805 1.88712
N: 1.80590 -0.63239 0.59197
N: 2.80153 -0.79163 -0.34767
C: 2.64868 -0.68941 -1.66532
N: 3.81067 -0.80143 -2.38062
S: 1.19497 -0.40707 -2.45968
C: 1.24138 -0.39514 2.89322
C: 1.51263 -0.45925 4.28450
C: 0.52928 -0.14501 5.18501
C: -0.73631 0.24141 4.72936
C: -0.93766 0.27505 3.36499
N: -0.00059 -0.03253 2.47049
H: 3.97058 -1.91350 1.72793
H: 3.77910 -1.13593 3.27914
H: 4.31394 -0.18111 1.91793
H: 3.74117 -0.82813 0.01656
H: 4.60252 -1.27348 -1.97408
H: 3.68744 -0.91449 -3.37189
H: 2.48545 -0.75084 4.64927
H: 0.73853 -0.19562 6.24614
H: -1.53256 0.50804 5.40869
H: -1.89543 0.56561 2.94969
C: -3.65768 0.60157 0.81166
C: -3.75985 -0.76178 1.27804
C: -3.02841 -1.56238 0.46204
C: -2.36863 -0.72973 -0.55812
C: -2.86535 0.63286 -0.29114
H: -4.13447 1.45743 1.26835
H: -4.31999 -1.08521 2.14373
H: -2.93109 -2.63607 0.52677
H: -2.33388 -1.08748 -1.58382
H: -2.62803 1.49927 -0.89112
Cl: 0.36043 2.70015 0.36273
C: 1.90752 2.71730 -0.48923
Cl: 3.27388 2.39445 0.60080
H: 2.05254 3.69748 -0.92585
H: 1.88225 1.93393 -1.23889

These are the Löwdin partial charges, in e, on atoms 1 to 4:
1. Hg 1.0991
2. C -0.0513
3. C -0.3212
4. N -0.1289

=====

(3)
Entry from OMol25: a structure of composition C14H17F3N2O3STi at a distorted geometry (the ωB97M-V functional and the def2-TZVPD basis).

Results
spin multiplicity = 1
total charge = +2
max |F| = 0.040 hartree/bohr
LUMO = -9.439 eV
energy relative to the best compared isomer or geometry (same formula, charge and spin) = 0.00 kJ/mol
gap between HOMO and LUMO = 6.77 eV

Atoms and positions in Å:
C: -5.18080 0.25245 0.38688
C: -5.21761 1.54562 -0.42940
H: -5.34505 -0.62032 -0.25232
H: -5.96814 0.25170 1.14694
H: -4.22286 0.12538 0.89672
H: -4.35954 1.62149 -1.10231
H: -6.12530 1.59481 -1.03922
H: -5.21366 2.42492 0.22152
C: 0.81179 -2.62415 0.25022
C: 1.55416 -3.75867 -0.05456
C: 2.65455 -3.64145 -0.90872
C: 2.95231 -2.40660 -1.47711
H: -0.14218 -2.66541 0.78094
H: 1.26669 -4.71656 0.37880
H: 3.27236 -4.50904 -1.12476
H: 3.72855 -2.30895 -2.23896
N: 1.25260 -1.38493 -0.10213
C: 2.26097 -1.26595 -1.03681
C: 2.48540 0.09195 -1.52306
N: 1.68267 1.05054 -0.94803
C: 1.74163 2.31099 -1.46438
C: 3.51852 1.73796 -2.99536
C: 2.61996 2.66998 -2.48726
H: 1.04533 3.02542 -1.02778
H: 2.60931 3.68145 -2.88105
C: 3.39969 0.43211 -2.53879
H: 4.03686 -0.33616 -2.96380
H: 4.28299 2.02860 -3.71856
Ti: 0.34935 0.39720 0.56300
C: -1.28345 1.13155 -0.29799
H: -1.19009 0.89863 -1.36291
H: -1.40616 2.21572 -0.21156
H: -2.12908 0.58627 0.15400
F: 0.40444 0.24852 5.62036
C: 1.03461 0.17845 4.44421
F: 2.29092 0.62459 4.63047
F: 1.04649 -1.11309 4.00487
S: 0.14347 1.22226 3.17241
O: -0.85416 0.31366 2.55120
O: -0.24510 2.41101 3.84669
O: 1.15076 1.42896 2.03751

These are the Löwdin partial charges, in e, on atoms 1 to 4:
1. C -0.1658
2. C -0.1658
3. H 0.0685
4. H 0.0751

=====

(4)
Entry from OMol25: a structure of composition C14H17F3N2Pt at a distorted geometry (the ωB97M-V functional and the def2-TZVPD basis).

Results
spin multiplicity = 5
total charge = +2
max |F| = 0.089 hartree/bohr
LUMO (alpha / beta) = -8.176 / -11.590 eV
energy relative to the best compared isomer or geometry (same formula, charge and spin) = 0.00 kJ/mol
gap between HOMO and LUMO (alpha / beta) = 4.93 / 5.71 eV
<S²> = 6.034

Atoms and positions in Å:
C: 1.46086 2.89153 -0.58797
C: 2.56336 2.46724 0.38399
H: 1.77531 2.70000 -1.61401
H: 1.28953 3.96771 -0.47946
H: 0.44492 2.44176 -0.44628
H: 2.99793 1.50027 0.10431
H: 3.35592 3.22580 0.38735
H: 2.16819 2.39044 1.39837
C: -0.91927 0.99166 -2.23089
C: -1.61868 0.50489 -3.32963
C: -1.88182 -0.86034 -3.43171
C: -1.41090 -1.70764 -2.44174
H: -0.67476 2.04441 -2.11169
H: -1.94976 1.21408 -4.08113
H: -2.45490 -1.25067 -4.26985
H: -1.56090 -2.78383 -2.47250
N: -0.56200 0.17028 -1.23087
C: -0.72999 -1.17506 -1.33644
C: -0.21954 -1.94514 -0.21033
N: 0.32515 -1.20110 0.78842
C: 0.85393 -1.75960 1.88837
C: 0.18535 -3.92954 1.09311
C: 0.79416 -3.13876 2.06758
H: 1.28283 -1.07377 2.61543
H: 1.20409 -3.55388 2.97940
C: -0.32578 -3.33447 -0.05198
H: -0.83750 -3.90300 -0.82366
H: 0.10456 -5.00475 1.23278
Pt: 0.21216 0.91580 0.60586
C: 0.66816 1.27465 2.53184
H: 1.69837 0.96418 2.75324
H: -0.02022 0.72478 3.18331
H: 0.55819 2.35390 2.70081
F: -2.52874 1.58288 0.05312
C: -1.79668 0.98242 1.04505
F: -2.14285 1.60942 2.20054
F: -2.30866 -0.29655 1.13726

These are the Löwdin partial charges, in e, on atoms 1 to 4:
1. C -0.1513
2. C -0.1425
3. H 0.1009
4. H 0.1151

=====

(5)
Entry from OMol25: a structure of composition C14H17FeO3S at a distorted geometry (the ωB97M-V functional and the def2-TZVPD basis).

Results
spin multiplicity = 5
total charge = +1
max |F| = 0.118 hartree/bohr
LUMO (alpha / beta) = -2.736 / -7.497 eV
gap between HOMO and LUMO (alpha / beta) = 5.84 / 4.08 eV
<S²> = 6.123

Atoms and positions in Å:
C: 2.76878 -2.90803 1.40432
C: 1.46155 -2.40976 2.03367
C: 1.49238 -0.92135 2.36670
S: 1.84082 0.16554 0.97640
C: 3.31443 -0.64152 0.33810
C: 3.22054 -2.15031 0.14935
H: 3.56197 -2.83364 2.16251
H: 2.64486 -3.96920 1.15250
H: 0.61331 -2.62647 1.36776
H: 1.26157 -2.95996 2.96460
H: 0.51730 -0.58978 2.74625
H: 2.26219 -0.67923 3.11612
H: 3.49512 -0.16532 -0.63282
H: 4.13723 -0.36399 1.01584
H: 4.20587 -2.52906 -0.16141
H: 2.53531 -2.37475 -0.68065
O: -1.56413 3.36537 1.38784
C: -1.99133 2.77220 0.48052
Fe: -2.83004 1.88175 -0.77156
C: -3.98626 1.11568 0.37299
O: -4.72017 0.98774 1.26562
C: -3.83080 3.26202 -1.18697
O: -4.53443 4.18992 -1.13385
C: -0.52698 -0.01724 -0.69096
C: 0.04981 1.18085 -1.34598
C: -1.09439 2.07077 -1.85070
C: -2.09391 1.42886 -2.64140
C: -2.57506 0.22395 -2.09151
C: -1.87722 -0.27968 -0.93488
H: 0.00176 -0.58074 0.09303
H: 0.69387 1.75590 -0.65130
H: 0.72435 0.96131 -2.21410
H: -0.78519 3.10344 -2.04591
H: -2.55271 1.91720 -3.49484
H: -3.43015 -0.32714 -2.50373
H: -2.41024 -1.05533 -0.36155

These are the Löwdin partial charges, in e, on atoms 1 to 4:
1. C -0.1977
2. C -0.2226
3. C -0.3875
4. S 1.2004

=====

(6)
Entry from OMol25: a structure of composition C14H17N3O3S at a distorted geometry (the ωB97M-V functional and the def2-TZVPD basis).

Results
spin multiplicity = 1
max |F| = 0.370 hartree/bohr
LUMO = 0.129 eV
energy relative to the best compared isomer or geometry (same formula, charge and spin) = 1379.65 kJ/mol
gap between HOMO and LUMO = 8.11 eV

Atoms and positions in Å:
C: 4.33072 -4.17921 -2.61454
C: 3.24924 -3.21193 -2.02091
C: 2.00092 -2.73430 -2.61335
C: 1.55709 -2.06909 -1.55238
N: 2.52287 -2.01976 -0.48973
O: 3.48241 -2.95225 -0.82904
N: 0.40331 -1.64938 -1.48442
C: -0.48524 -1.25621 -2.69299
O: -0.32603 -1.79921 -3.79365
C: -1.72072 -0.47966 -2.19436
C: -1.51164 0.94015 -2.13649
H: -1.55234 1.57990 -3.05908
H: -0.10741 1.11249 -1.70564
C: -2.22498 1.55816 -0.83011
C: -1.61766 1.03314 0.45414
O: -0.83662 -0.05622 0.63209
N: -2.27462 1.36979 1.72077
H: -2.98522 2.09049 1.51030
C: -2.12065 1.15671 2.92004
C: -1.28872 1.98191 3.61434
C: 0.20453 2.28034 3.50854
C: 0.47795 3.21011 4.20804
C: -0.55894 4.06469 4.77007
S: -2.06408 3.20752 4.49472
H: -0.43242 5.20747 5.18167
H: 1.56789 3.73697 4.40577
H: 0.94555 1.53387 3.19118
H: -3.07432 0.90645 3.41502
H: -1.43074 -0.03360 2.87629
H: -1.96010 2.59859 -0.67957
H: -3.27463 1.46903 -1.01399
H: -2.38555 -0.50717 -3.11492
H: -2.23634 -0.92614 -1.33320
H: 0.23076 -1.00683 -0.64008
H: 1.77466 -3.05949 -3.61296
H: 4.26041 -5.05980 -2.21149
H: 5.40517 -3.48120 -2.65299
H: 4.05551 -4.55632 -3.62707

These are the Löwdin partial charges, in e, on atoms 1 to 4:
1. C 0.0048
2. C -0.3542
3. C 0.0566
4. C -0.4748

=====

Values of E, in order: -132957.39928 -60807.23957 -66003.92544 -29149.55792 -66146.18761 -36229.17941, all in eV.